Here is C16H30Cl12N2 as an isolated structure from the OMol25 dataset. Energies are from the ωB97M-V functional and the def2-TZVPD basis.

Structure (XYZ):
```
60
Properties=species:S:1:pos:R:3:forces:R:3:nbo_charge:R:1
C -26.5864 -0.4511 1.5539 1.09 3.53 -0.88 -0.84
C -25.4596 -0.0932 0.6760 -2.35 -0.12 0.43 0.33
N -24.5596 0.1527 0.0253 -0.57 -0.40 -1.64 -0.42
H -27.4270 -1.0249 1.1638 1.90 1.03 -0.51 0.29
H -26.9087 0.5539 1.8263 -0.10 -0.60 0.24 0.24
H -26.1446 -1.0674 2.3369 -0.47 1.78 -0.87 0.29
C -29.3131 1.1232 3.5043 0.60 0.04 -0.24 -0.74
C -27.8779 0.8323 3.7323 4.25 0.35 1.97 0.34
N -26.7078 0.6677 3.9211 -6.10 2.81 0.03 -0.40
H -29.9169 0.3990 4.0512 -0.04 0.06 -0.16 0.26
H -29.4518 1.0161 2.4284 -0.29 0.10 0.43 0.26
H -29.6250 2.1436 3.7267 0.44 -0.05 0.54 0.26
Cl -29.6745 4.0160 -0.5905 -0.43 0.57 -0.18 -0.02
C -28.4086 2.8952 -0.2202 0.66 -1.87 2.46 -0.44
C -27.8183 3.0842 1.2462 -0.02 0.71 -1.49 -0.41
Cl -26.8713 4.5454 1.1092 1.01 1.43 0.29 -0.04
H -27.6287 2.8584 -0.9808 0.25 0.82 0.23 0.22
H -28.7904 1.8796 -0.3242 -0.42 1.10 1.02 0.22
H -27.0860 2.3647 1.6124 -0.44 -0.38 -0.55 0.22
H -28.5112 3.3083 2.0573 -0.48 -0.38 -0.52 0.22
Cl -23.3129 -2.2553 3.8099 -0.29 0.82 0.26 -0.06
C -25.0256 -2.7312 3.5851 0.98 -2.40 1.63 -0.45
C -26.0323 -1.7296 4.0782 1.62 -1.18 -0.31 -0.43
Cl -27.5873 -2.2356 3.3798 -0.91 -0.61 1.79 -0.06
H -25.0761 -3.5949 4.2482 -0.18 -0.15 -0.05 0.22
H -25.1034 -3.1604 2.5862 0.12 0.84 0.99 0.26
H -25.7377 -0.7806 3.6301 -0.23 -0.39 1.40 0.27
H -26.0532 -1.7513 5.1677 -0.28 0.41 -0.23 0.25
Cl -29.2513 -0.8843 1.3500 -3.51 -1.02 -1.52 -0.04
C -30.3238 -0.8329 -0.1314 -1.27 1.21 1.88 -0.37
C -29.5262 -0.9642 -1.3209 1.63 -1.06 -1.58 -0.40
Cl -28.6424 0.5248 -1.7056 -0.07 -1.17 -1.47 -0.02
H -30.7729 0.1596 -0.1691 -0.12 0.06 0.42 0.23
H -31.1654 -1.5227 -0.0688 0.46 -0.38 0.27 0.24
H -30.1608 -1.2713 -2.1523 0.25 0.15 -0.17 0.24
H -28.6988 -1.6570 -1.1676 -0.39 -0.47 -0.26 0.23
Cl -20.2427 0.5603 0.3232 -0.13 -0.29 0.51 -0.09
C -21.8181 0.4659 1.2201 -0.29 -0.69 -2.00 -0.37
C -22.7324 1.5296 0.6244 0.50 0.95 1.81 -0.38
Cl -22.0725 3.1418 1.0987 -0.35 0.07 -0.25 -0.09
H -21.6516 0.3423 2.2902 -0.06 0.90 -0.12 0.24
H -22.2750 -0.4666 0.8887 0.34 0.16 0.38 0.21
H -23.7393 1.3852 1.0159 0.99 1.13 0.79 0.23
H -22.9469 1.4689 -0.4426 1.13 0.16 0.14 0.24
Cl -24.8868 -5.5181 2.1775 -1.43 -0.68 0.44 -0.05
C -26.5192 -4.9311 1.6102 0.56 -0.77 -1.33 -0.39
C -26.3803 -4.0498 0.3451 0.56 0.03 0.47 -0.37
Cl -25.7876 -2.4292 0.8212 -2.41 -5.01 -2.13 -0.01
H -27.0817 -4.4219 2.3927 0.40 -0.20 -0.04 0.24
H -26.9715 -5.8908 1.3600 -0.42 0.32 -0.10 0.24
H -27.2990 -3.8054 -0.1881 -0.29 -0.51 0.38 0.22
H -25.6564 -4.3732 -0.4028 -0.20 -0.70 0.42 0.23
Cl -23.0445 -3.7104 1.0450 0.61 1.88 -1.90 -0.13
C -23.3646 -2.3066 -0.1835 2.81 -0.79 -0.38 -0.36
C -23.5034 -2.9694 -1.5598 -0.67 -0.43 0.68 -0.37
Cl -22.0019 -3.9024 -2.0925 -1.38 0.90 0.33 -0.06
H -22.4924 -1.6548 -0.1334 0.14 -0.63 -0.33 0.21
H -24.2114 -1.7292 0.1875 1.82 -0.84 -1.19 0.25
H -23.9014 -2.3548 -2.3673 0.88 0.60 0.04 0.23
H -24.3538 -3.6388 -1.4295 0.58 -0.74 -0.24 0.19
```
Forces are in eV/Å.

Computed properties:
Energy above the lowest of the compared OMol25 structures with the same formula, charge and spin   257.8 kcal/mol
Molecular weight   675.866 g mol⁻¹
Electronic energy   -6259.0746 a.u.